<a>
A structure of composition C24H26N4RuSi, computed with ωB97M-V/def2-TZVPD.

Values from the calculation:
**Molar mass**: 499.66 g mol⁻¹
**HOMO level (spin up / spin down)**: -7.6520 / -11.1055 eV
**LUMO level (spin up / spin down)**: -2.722 / -4.823 eV
**Total charge**: +1
**Spin multiplicity**: 6

Structure (XYZ):
```
56
Properties=species:S:1:pos:R:3:nbo_charge:R:1
C 0.460 1.815 1.561 -0.1884
C -0.540 2.210 0.652 -0.2138
C -1.818 1.923 1.207 -0.2858
H -0.381 2.730 -0.290 0.2423
C -1.612 1.540 2.603 -0.2982
C -0.180 1.362 2.780 -0.3564
H 0.297 1.087 3.715 0.2533
H 1.539 1.884 1.428 0.2445
H -2.791 2.086 0.738 0.2599
H -2.370 1.419 3.373 0.2792
Ru -1.174 -0.227 1.644 0.6658
C -0.433 -0.458 -0.480 -0.9802
H -1.547 -0.326 -0.464 0.2480
H 0.289 -0.443 0.506 0.2177
H -0.257 -1.384 -1.045 0.2244
Si 0.600 0.960 -2.411 1.3389
C 1.979 -0.086 -3.134 -0.5286
C 3.176 0.615 -3.477 -0.1938
H 3.188 1.713 -3.357 0.2260
C 4.336 -0.047 -3.883 -0.2001
H 5.239 0.540 -4.136 0.2276
C 4.365 -1.457 -3.930 -0.2057
H 5.292 -1.965 -4.223 0.2304
C 3.209 -2.160 -3.530 -0.1585
H 3.202 -3.257 -3.541 0.2119
C 2.036 -1.504 -3.090 -0.2123
H 1.171 -2.072 -2.709 0.2088
C -0.959 1.266 -3.379 -0.3860
C -0.780 1.747 -4.710 -0.2322
H -0.009 1.285 -5.340 0.2273
C -1.547 2.838 -5.141 -0.2144
H -1.307 3.318 -6.096 0.2292
C -2.629 3.307 -4.365 -0.1537
H -3.196 4.189 -4.683 0.2215
C -3.025 2.551 -3.240 -0.2107
H -3.967 2.792 -2.728 0.2242
C -2.233 1.480 -2.779 -0.2354
H -2.567 0.842 -1.944 0.2120
H -2.612 -0.743 2.063 0.0121
H 1.236 2.270 -2.683 -0.1879
N -0.508 -1.924 5.941 -0.5029
C -1.192 -1.007 6.729 -0.0679
C -2.028 -0.308 5.875 -0.0778
N -1.884 -0.803 4.594 -0.4319
C -0.927 -1.752 4.635 0.2575
C -0.248 -2.421 3.518 0.3534
N -0.139 -1.920 2.272 -0.4924
C 0.841 -2.629 1.587 -0.0705
C 1.301 -3.626 2.407 -0.0622
N 0.605 -3.496 3.606 -0.4961
H 0.266 -2.526 6.250 0.4263
H -1.020 -0.908 7.785 0.2388
H -2.655 0.551 6.119 0.2339
H 1.176 -2.360 0.580 0.2436
H 2.041 -4.394 2.206 0.2500
H 0.692 -4.116 4.413 0.4353
```

***

<b>
A structure of composition C24H26N4RuSi, computed with ωB97M-V/def2-TZVPD.

Values from the calculation:
**Molar mass**: 499.66 g mol⁻¹
**HOMO level (spin up / spin down)**: -7.4312 / -11.2830 eV
**LUMO level (spin up / spin down)**: -2.624 / -4.746 eV
**Total charge**: +1
**Spin multiplicity**: 6

Structure (XYZ):
```
56
Properties=species:S:1:pos:R:3:nbo_charge:R:1
C -1.117 -0.342 0.539 -0.1717
C -1.074 -1.582 -0.143 -0.2185
C 0.129 -2.267 0.229 -0.2946
H -1.822 -1.969 -0.830 0.2445
C 0.713 -1.524 1.341 -0.2769
C 0.003 -0.256 1.434 -0.3639
H 0.224 0.514 2.174 0.2550
H -1.866 0.434 0.424 0.2418
H 0.439 -3.242 -0.149 0.2625
H 1.450 -1.892 2.044 0.2768
Ru 1.386 -0.475 -0.261 0.6762
C 0.605 -0.368 -2.333 -1.0192
H 1.311 -1.235 -2.335 0.2738
H 0.708 0.518 -1.565 0.2098
H 0.965 0.231 -3.207 0.2522
Si -1.495 -0.689 -3.391 1.3592
C -1.899 0.799 -4.478 -0.5361
C -3.276 1.150 -4.484 -0.1243
H -3.998 0.529 -3.943 0.2159
C -3.719 2.334 -5.091 -0.2298
H -4.769 2.610 -5.051 0.2259
C -2.799 3.188 -5.704 -0.1822
H -3.135 4.119 -6.163 0.2275
C -1.436 2.853 -5.693 -0.2110
H -0.704 3.518 -6.149 0.2207
C -0.977 1.691 -5.062 -0.1976
H 0.111 1.509 -5.010 0.2077
C -1.177 -2.359 -4.162 -0.3968
C -2.063 -2.797 -5.177 -0.2259
H -2.438 -2.093 -5.931 0.2231
C -2.525 -4.119 -5.149 -0.2163
H -3.344 -4.413 -5.803 0.2261
C -1.959 -5.049 -4.271 -0.1697
H -2.363 -6.063 -4.205 0.2187
C -0.824 -4.673 -3.549 -0.1969
H -0.279 -5.403 -2.955 0.2187
C -0.381 -3.344 -3.531 -0.2488
H 0.539 -3.091 -2.994 0.2071
H 2.762 -1.295 -0.053 -0.0066
H -2.902 -0.967 -3.049 -0.1832
N 3.552 2.055 3.091 -0.4963
C 3.538 1.206 4.174 -0.0641
C 3.273 -0.052 3.678 -0.0782
N 3.134 0.024 2.309 -0.4250
C 3.271 1.314 1.960 0.2469
C 3.007 1.926 0.662 0.3642
N 2.188 1.450 -0.296 -0.5044
C 1.919 2.493 -1.202 -0.0778
C 2.716 3.555 -0.879 -0.0603
N 3.384 3.201 0.294 -0.4981
H 3.616 3.068 3.124 0.4237
H 3.739 1.560 5.169 0.2386
H 3.143 -0.954 4.251 0.2313
H 1.226 2.378 -2.030 0.2374
H 2.804 4.496 -1.428 0.2539
H 4.051 3.795 0.776 0.4351
```

***

Which of them is least stable? Easy: <a>.

***

<a>
A structure of composition C7H18O2, computed with ωB97M-V/def2-TZVPD.

Values from the calculation:
**Molar mass**: 134.22 g mol⁻¹
**HOMO level**: -8.8171 eV
**LUMO level**: 0.794 eV
**Total charge**: 0
**Spin multiplicity**: 1

Structure (XYZ):
```
27
Properties=species:S:1:pos:R:3:nbo_charge:R:1
C 1.930 -0.655 -0.208 0.4355
C 1.241 -1.243 -1.402 -0.6670
C 0.814 -1.086 1.303 -0.8172
C 1.997 0.842 -0.174 -0.6710
O 3.124 -1.307 0.014 -0.7021
H 3.567 -0.928 0.784 0.4748
H 0.968 1.208 -0.077 0.2345
H 2.596 1.190 0.670 0.2074
H 1.321 -2.328 -1.401 0.2283
H 1.679 -0.861 -2.328 0.2086
H 0.181 -0.995 -1.375 0.2396
H -0.127 -1.173 1.846 0.2502
H 1.490 -0.771 2.101 0.1847
H 1.011 -2.152 1.200 0.2165
H 2.418 1.244 -1.099 0.2121
C -1.582 0.449 0.115 0.0521
C -1.686 1.200 -1.204 -0.6491
C -2.424 1.114 1.188 -0.6423
O -1.989 -0.906 -0.066 -0.7513
H -2.935 -0.953 -0.266 0.4572
H -0.401 0.097 0.678 0.2485
H -2.233 2.185 1.263 0.2110
H -1.519 2.272 -1.102 0.2115
H -0.990 0.807 -1.944 0.2155
H -2.697 1.088 -1.619 0.2044
H -3.492 1.022 0.946 0.1941
H -2.262 0.642 2.157 0.2136
```

***

<b>
A cluster of 2 separate species, C7H18O2 in total, computed with ωB97M-V/def2-TZVPD.

Values from the calculation:
**Molar mass**: 134.22 g mol⁻¹
**HOMO level**: -9.7579 eV
**LUMO level**: 0.871 eV
**Total charge**: 0
**Spin multiplicity**: 1

Structure (XYZ):
```
27
Properties=species:S:1:pos:R:3:nbo_charge:R:1
C 2.236 0.275 -1.267 -0.6500
C 2.658 -0.050 0.139 0.1350
C 2.451 0.943 1.192 -0.6919
O 1.476 -1.070 0.895 -0.4055
O 1.239 -2.428 0.497 -0.4607
H 1.293 0.820 -1.278 0.2167
H 2.997 0.904 -1.735 0.2268
H 2.122 -0.639 -1.849 0.2292
H 3.566 -0.646 0.217 0.2037
H 1.912 1.834 0.878 0.2160
H 3.330 1.137 1.802 0.2278
H 1.661 0.250 1.793 0.3076
H 0.328 -2.397 0.171 0.4515
C -2.109 0.582 -1.461 -0.6038
C -1.558 -0.022 -0.169 -0.2263
C -2.317 -1.297 0.205 -0.6130
C -1.608 0.991 0.975 -0.6037
H -1.552 1.476 -1.745 0.2036
H -3.156 0.866 -1.336 0.2010
H -2.052 -0.131 -2.285 0.2053
H -0.508 -0.282 -0.328 0.1991
H -1.909 -1.742 1.114 0.2089
H -2.263 -2.037 -0.596 0.2025
H -3.371 -1.078 0.381 0.2053
H -1.163 0.574 1.878 0.2126
H -1.061 1.898 0.716 0.2024
H -2.640 1.271 1.197 0.1998
```

***

Which of them is least stable? Easy: <b>.

***

<a>
A cluster of 2 separate species, C2H7NO2 in total, computed with ωB97M-V/def2-TZVPD.

Values from the calculation:
**Molar mass**: 77.08 g mol⁻¹
**HOMO level (spin up / spin down)**: -15.0328 / -14.9084 eV
**LUMO level (spin up / spin down)**: -4.923 / -9.879 eV
**Total charge**: +1
**Spin multiplicity**: 2

Structure (XYZ):
```
12
Properties=species:S:1:pos:R:3:nbo_charge:R:1
C -2.145 0.301 -0.524 -0.2579
O -0.938 0.759 0.205 -0.7736
H -2.261 1.102 -1.374 0.2070
H -1.947 -0.634 -0.855 0.1748
H -3.156 0.255 0.135 0.2090
H -1.202 0.838 1.127 0.4886
C 1.844 -0.631 -0.483 0.4603
N 1.988 -0.397 0.919 -0.7169
O 2.575 -1.318 -1.180 -0.0772
H 0.997 0.168 -0.840 0.3529
H 2.843 -0.789 1.433 0.4585
H 1.402 0.347 1.437 0.4746
```

***

<b>
A cluster of 2 separate species, C2H7NO2 in total, computed with ωB97M-V/def2-TZVPD.

Values from the calculation:
**Molar mass**: 77.08 g mol⁻¹
**HOMO level (spin up / spin down)**: -14.8694 / -14.8576 eV
**LUMO level (spin up / spin down)**: -5.432 / -9.972 eV
**Total charge**: +1
**Spin multiplicity**: 2

Structure (XYZ):
```
12
Properties=species:S:1:pos:R:3:nbo_charge:R:1
C 1.295 -2.174 0.184 -0.2703
O 1.087 -1.303 1.496 -0.8051
H 2.074 -1.850 -0.463 0.2028
H 0.311 -2.190 -0.326 0.1722
H 1.530 -3.179 0.614 0.2172
H 0.835 -1.958 2.199 0.5003
C -0.858 1.167 -1.068 0.4745
N -0.056 1.141 0.073 -0.5238
O -1.897 1.839 -1.061 -0.1255
H -0.562 0.518 -1.926 0.2366
H -0.320 2.024 0.692 0.4528
H 0.382 0.404 0.514 0.4682
```

***

Which of them is least stable? Easy: <a>.

***

<a>
A cluster of 2 separate species, C4H12NO2 in total, computed with ωB97M-V/def2-TZVPD.

Values from the calculation:
**Molar mass**: 106.14 g mol⁻¹
**HOMO level (spin up / spin down)**: -17.7700 / -17.7660 eV
**LUMO level (spin up / spin down)**: -9.743 / -13.586 eV
**Total charge**: +2
**Spin multiplicity**: 2

Structure (XYZ):
```
19
Properties=species:S:1:pos:R:3:nbo_charge:R:1
C 1.051 0.290 -1.301 -0.2051
C 0.500 0.799 0.056 -0.4536
C 0.922 0.220 1.413 -0.4672
C 0.178 -0.946 2.041 0.4742
O -0.159 -1.863 1.357 -0.0566
N 0.681 -1.182 -1.711 -0.6952
H 2.126 0.329 -1.457 0.2482
H 0.567 0.855 -2.090 0.2545
H -0.584 0.786 -0.096 0.2763
H 0.811 1.844 0.036 0.3015
H 0.930 0.983 2.191 0.3133
H 1.927 -0.230 1.305 0.3048
H -0.115 -0.973 3.112 0.3377
H 0.299 -1.815 -1.017 0.4401
H -0.038 -1.050 -2.425 0.4585
H 1.459 -1.624 -2.210 0.4646
H -4.082 0.721 0.562 0.4979
H -3.283 1.814 -0.174 0.4877
O -3.189 1.041 0.409 -0.9816
```

***

<b>
A structure of composition C4H12NO2, computed with ωB97M-V/def2-TZVPD.

Values from the calculation:
**Molar mass**: 106.14 g mol⁻¹
**HOMO level (spin up / spin down)**: -20.7665 / -20.5505 eV
**LUMO level (spin up / spin down)**: -10.727 / -14.935 eV
**Total charge**: +2
**Spin multiplicity**: 2

Structure (XYZ):
```
19
Properties=species:S:1:pos:R:3:nbo_charge:R:1
O -1.047 -0.596 -0.913 -0.1108
C -0.326 -1.066 -0.110 0.4660
C 0.489 -0.166 0.801 -0.1010
C 1.813 0.117 0.043 -0.4141
C 2.566 -1.167 -0.364 -0.6192
N -0.270 1.127 1.103 -0.7444
H -0.144 -2.165 -0.059 0.3546
H 0.710 -0.704 1.714 0.2960
H 1.575 0.687 -0.867 0.2464
H 2.440 0.764 0.651 0.2968
H 1.964 -1.777 -1.056 0.2170
H 2.784 -1.782 0.519 0.2448
H 3.475 -0.914 -0.899 0.2947
H -1.122 1.272 0.110 0.5201
H -0.830 0.952 1.945 0.4674
H 0.372 1.920 1.163 0.4770
H -3.564 1.402 -0.954 0.5552
H -2.487 0.304 -0.877 0.4768
O -2.697 1.186 -0.568 -0.9234
```

***

<c>
A cluster of 3 separate species, C4H12NO2 in total, computed with ωB97M-V/def2-TZVPD.

Values from the calculation:
**Molar mass**: 106.14 g mol⁻¹
**HOMO level (spin up / spin down)**: -16.9994 / -16.9992 eV
**LUMO level (spin up / spin down)**: -10.983 / -13.394 eV
**Total charge**: +2
**Spin multiplicity**: 2

Structure (XYZ):
```
19
Properties=species:S:1:pos:R:3:nbo_charge:R:1
C -2.203 1.323 2.025 -0.7251
C -1.295 0.910 0.954 0.1707
C -1.743 0.317 -0.214 0.1830
N -0.983 -0.280 -1.221 -0.4713
C -1.551 -0.948 -2.181 0.2609
H -1.739 2.222 2.459 0.3323
H -2.251 0.662 2.896 0.3677
H -3.232 1.469 1.624 0.2871
H -0.202 1.059 0.982 0.2675
H -2.803 0.076 -0.292 0.2430
H 0.052 -0.337 -1.069 0.5057
H -1.015 -1.824 -2.560 0.2693
H -2.596 -0.792 -2.457 0.2582
H 5.425 -0.053 0.267 0.5035
H 5.001 -1.532 0.759 0.5008
O 4.717 -0.655 0.501 -0.9971
H 1.929 -1.150 -1.269 0.4914
H 2.667 -0.182 -0.363 0.5535
O 1.823 -0.284 -0.841 -1.0010
```

***

Which of them is least stable? Easy: <b>.

***

<a>
An isolated molecule of C2H6P2S, computed with ωB97M-V/def2-TZVPD.

Values from the calculation:
**Molar mass**: 124.08 g mol⁻¹
**HOMO level**: -8.3583 eV
**LUMO level**: 0.477 eV
**Total charge**: 0
**Spin multiplicity**: 1

Structure (XYZ):
```
11
Properties=species:S:1:pos:R:3:nbo_charge:R:1
P 1.426 -2.668 -0.044 0.2947
C 0.691 -0.925 -0.021 -0.4515
C -0.519 -0.546 0.295 -0.2890
S -1.215 1.140 0.359 -0.1342
P -0.168 3.084 0.078 0.1864
H 1.367 -2.460 -1.567 0.0011
H 0.160 -3.205 0.099 -0.0344
H 1.373 -0.214 -0.188 0.1956
H -1.322 -1.153 0.286 0.2055
H -0.601 3.545 1.511 0.0270
H -1.193 3.403 -0.808 -0.0010
```

***

<b>
A cluster of 2 separate species, C2H6P2S in total, computed with ωB97M-V/def2-TZVPD.

Values from the calculation:
**Molar mass**: 124.08 g mol⁻¹
**HOMO level**: -7.4542 eV
**LUMO level**: -1.045 eV
**Total charge**: 0
**Spin multiplicity**: 1

Structure (XYZ):
```
11
Properties=species:S:1:pos:R:3:nbo_charge:R:1
C -1.212 -0.037 -2.289 -0.7486
C 1.135 -0.720 1.448 -0.7925
P -1.003 1.086 -0.992 0.4286
P -1.394 1.036 2.036 0.0257
S 0.589 0.960 2.091 0.0039
H -2.199 -0.512 -2.312 0.2288
H -0.341 -0.227 -2.774 0.2074
H 0.691 -1.545 2.143 0.2537
H 2.272 -0.738 1.568 0.2200
H 1.154 -0.663 0.333 0.2371
H 0.308 1.360 -1.252 -0.0639
```

***

Which of them is least stable? Easy: <b>.

***

<a>
A cluster of 2 separate species, C11H12NO2 in total, computed with ωB97M-V/def2-TZVPD.

Values from the calculation:
**Molar mass**: 190.22 g mol⁻¹
**HOMO level (spin up / spin down)**: -7.5332 / -7.5302 eV
**LUMO level (spin up / spin down)**: -0.421 / -3.544 eV
**Total charge**: 0
**Spin multiplicity**: 2

Structure (XYZ):
```
26
Properties=species:S:1:pos:R:3:nbo_charge:R:1
C 2.155 0.118 -2.287 -0.6682
C 0.864 -0.420 -0.083 0.1239
C -0.577 1.304 -0.082 0.2433
C 1.154 0.387 -1.225 0.1397
C 0.274 1.506 -1.200 -0.1830
C -1.589 2.135 0.292 -0.2387
C -1.754 3.287 -0.499 -0.1343
C -0.001 2.613 -2.000 -0.1110
C -0.968 3.537 -1.610 -0.2395
N -0.097 0.164 0.601 -0.4409
H -0.728 -0.314 1.257 0.4828
H 1.141 -1.381 0.349 0.3166
H -2.247 1.936 1.126 0.2421
H 2.745 -0.757 -2.047 0.2457
H 2.763 0.998 -2.489 0.2449
H -2.494 3.996 -0.165 0.2258
H 0.458 2.770 -2.976 0.2229
H -1.074 4.402 -2.244 0.2304
H 1.625 -0.054 -3.233 0.2488
C -0.338 -4.302 2.992 -0.7306
C -0.147 -3.001 2.207 0.7672
O -1.046 -2.671 1.391 -0.8185
O 0.913 -2.359 2.414 -0.8032
H 0.649 -4.664 3.303 0.2093
H -0.746 -5.058 2.321 0.2101
H -0.938 -4.173 3.885 0.2145
```

***

<b>
A cluster of 2 separate species, C11H12NO2 in total, computed with ωB97M-V/def2-TZVPD.

Values from the calculation:
**Molar mass**: 190.22 g mol⁻¹
**HOMO level (spin up / spin down)**: -8.0224 / -8.0187 eV
**LUMO level (spin up / spin down)**: -0.189 / -3.429 eV
**Total charge**: 0
**Spin multiplicity**: 2

Structure (XYZ):
```
26
Properties=species:S:1:pos:R:3:nbo_charge:R:1
C 0.449 -0.365 -3.580 -0.6752
C -0.852 -0.652 -1.413 0.0354
C 0.186 0.694 0.022 0.1417
C 0.126 -0.035 -2.174 0.1448
C 0.839 0.813 -1.228 -0.1461
C 0.666 1.332 1.150 -0.1921
C 1.780 2.128 1.015 -0.1723
C 1.998 1.570 -1.359 -0.1373
C 2.427 2.269 -0.227 -0.2144
N -0.889 -0.203 -0.160 -0.3777
H -1.648 -0.442 0.675 0.4753
H -1.533 -1.457 -1.647 0.2385
H -0.052 1.336 1.969 0.2463
H 1.522 -0.343 -3.736 0.2495
H 0.074 0.463 -4.221 0.2523
H 2.332 2.432 1.896 0.2296
H 2.274 1.870 -2.366 0.2206
H 3.335 2.857 -0.261 0.2235
H -0.177 -1.184 -3.917 0.2455
C -1.247 -2.043 3.009 -0.7407
C -2.610 -1.672 2.438 0.7814
O -2.676 -0.954 1.371 -0.7967
O -3.564 -2.027 3.129 -0.6722
H -1.354 -2.909 3.661 0.2339
H -0.914 -1.295 3.731 0.2178
H -0.492 -2.183 2.224 0.1886
```

***

Which of them is least stable? Easy: <b>.